47
Properties=species:S:1:pos:R:3 method="wB97M-V/def2-TZVPD" smiles=COc1ccc(-c2c(-c3ccccc3OC)sc3ccccc23)cc1OC lumo_energy_ev=0.5833 e_above_lowest_kj_mol=0.0 orbital_gap_ev=8.1 homo_energy_ev=-7.52
C -4.9580 -2.4687 0.5034
H -5.7153 -3.1852 0.1843
H -4.6572 -2.6912 1.5296
H -5.3721 -1.4591 0.4620
O -3.8894 -2.6368 -0.3998
C -2.6833 -2.0330 -0.1851
C -1.6510 -2.5217 -0.9813
C -0.3734 -2.0050 -0.9234
C -0.0872 -0.9800 -0.0321
C -1.1071 -0.4965 0.7828
C -2.4037 -0.9807 0.7069
O -3.4351 -0.4600 1.4541
C -3.1731 0.6440 2.2830
H -2.4726 0.3919 3.0857
H -2.7825 1.4952 1.7144
H -4.1348 0.9112 2.7193
H -0.8701 0.2916 1.4790
C 1.2388 -0.3629 0.0257
C 1.4301 0.9894 0.0271
C 0.4208 2.0405 -0.0303
C 0.4629 3.0944 0.8739
C -0.5245 4.0631 0.8895
C -1.5684 3.9833 -0.0129
C -1.6131 2.9607 -0.9472
C -0.6183 1.9921 -0.9814
O -0.5510 0.9908 -1.8971
C -1.6288 0.8019 -2.7793
H -1.3809 -0.0883 -3.3545
H -2.5632 0.6271 -2.2369
H -1.7496 1.6519 -3.4591
H -2.4271 2.9316 -1.6543
H -2.3537 4.7246 -0.0033
H -0.4815 4.8688 1.6062
H 1.2761 3.1348 1.5842
S 3.1188 1.4351 0.1414
C 3.5889 -0.2391 0.1808
C 4.8806 -0.7327 0.2802
C 5.0577 -2.0998 0.3269
C 3.9608 -2.9603 0.2907
C 2.6778 -2.4703 0.1920
C 2.4706 -1.0913 0.1166
H 1.8298 -3.1381 0.1813
H 4.1236 -4.0266 0.3453
H 6.0545 -2.5076 0.4020
H 5.7205 -0.0566 0.3233
H 0.3902 -2.3749 -1.5894
H -1.8953 -3.3181 -1.6670

***

50
Properties=species:S:1:pos:R:3 method="wB97M-V/def2-TZVPD" lumo_energy_ev=-3.9886 total_charge=+1 e_above_lowest_kj_mol=0.0 orbital_gap_ev=7.0 homo_energy_ev=-10.97
Br -1.8547 3.0479 -5.8200
N 0.2662 -0.0208 0.5371
O -4.6769 3.2353 -4.7400
S 0.4953 2.0795 -0.8733
C 1.1054 0.9568 0.2837
C -0.9475 1.1318 -0.9852
C -3.2333 -3.4733 -0.8443
C -2.8013 -3.0957 0.4567
C -2.8882 -2.6301 -1.8988
C -4.2664 2.1415 -2.5623
C -3.3338 1.5831 -1.6340
C -1.5739 2.0084 -3.2048
C 4.5036 0.1984 1.3985
C 2.5908 -0.4703 2.6629
C -2.0527 -1.9219 0.6792
C -2.1737 -1.4591 -1.6913
C 5.3195 -0.5638 2.2474
C 3.3836 -1.2474 3.5213
C -2.5080 2.4928 -4.1313
C -3.8639 2.6239 -3.8090
C -1.9847 1.5554 -1.9439
C 3.1490 0.2552 1.6057
C -1.7164 -1.0828 -0.4187
C 4.7584 -1.3001 3.3145
N 2.4175 1.0784 0.7658
N -0.8556 0.0460 -0.2478
C -6.0952 3.2194 -4.5105
C 6.2111 -1.2276 5.3503
C 5.6552 -2.0877 4.2409
H -3.8285 -4.3644 -0.9904
H -3.0863 -3.7102 1.3276
H -3.1290 -2.8304 -2.9398
H -5.2835 2.2141 -2.3030
H -3.6599 1.1985 -0.6399
H -0.5314 1.9537 -3.5046
H 5.0211 0.7107 0.5866
H 1.5368 -0.4029 2.8331
H -1.7382 -1.5433 1.6374
H -1.8804 -0.8751 -2.5576
H 6.3833 -0.5907 2.1102
H 2.9566 -1.7577 4.3787
H 2.9876 1.8475 0.3723
H -6.3502 3.6809 -3.5524
H -6.6264 3.7476 -5.3373
H -6.4970 2.2077 -4.5002
H 6.7687 -0.3845 4.9703
H 5.4199 -0.8686 6.0249
H 6.9109 -1.8429 5.9390
H 6.4949 -2.5403 3.7108
H 5.1016 -2.9230 4.6858